Entry 1:
Molecular formula: C13H34IN2O5
Method: DFT, ωB97M-V/def2-TZVPD

The geometry in XYZ format:
```
55
Properties=species:S:1:pos:R:3
I 0.786 -1.622 2.286
C 3.431 3.550 1.481
O 3.769 2.337 0.851
C 3.705 1.283 1.779
C 4.144 -0.058 1.167
N 3.318 -0.249 -0.041
C 3.601 -1.520 -0.677
C 2.647 -1.803 -1.854
O 2.730 -0.708 -2.762
C 2.102 -0.997 -4.006
H 3.098 4.332 0.797
H 4.309 3.938 2.012
H 2.594 3.398 2.170
H 2.660 1.147 2.089
H 4.308 1.440 2.684
H 4.090 -0.823 1.945
H 5.170 0.147 0.837
H 2.389 -0.293 0.406
H 3.438 -2.379 -0.004
H 4.628 -1.652 -1.021
H 1.610 -1.986 -1.592
H 3.058 -2.700 -2.339
H 2.827 -1.072 -4.821
H 1.376 -0.194 -4.127
H 1.584 -1.961 -4.023
C -5.737 0.106 2.012
O -4.459 0.142 1.473
C -3.669 -0.995 1.624
C -2.950 -1.439 0.345
N -1.825 -0.568 0.033
C -1.227 -0.997 -1.220
C -2.046 -0.754 -2.500
O -2.172 0.652 -2.650
C -2.441 1.037 -3.980
H -6.397 0.939 1.759
H -5.680 0.066 3.107
H -6.283 -0.746 1.573
H -4.315 -1.863 1.841
H -2.962 -0.926 2.454
H -3.770 -1.402 -0.380
H -2.665 -2.494 0.464
H -1.076 -0.767 0.722
H -0.816 -2.019 -1.230
H -0.351 -0.357 -1.374
H -3.077 -1.112 -2.403
H -1.502 -1.274 -3.293
H -2.864 2.038 -4.022
H -3.117 0.328 -4.472
H -1.502 1.032 -4.546
C -0.693 1.918 3.811
O -1.334 1.283 2.712
H -1.271 1.704 4.714
H 0.318 1.534 3.980
H -0.569 2.975 3.578
H -0.921 0.405 2.629
```

The energy relative to the best compared isomer or geometry (same formula, charge and spin) comes out at 0.00 kJ/mol. Its total charge is -1. As for the total energy: -1299.07691 a.u.

Atom charges from the Löwdin analysis, given in e for atoms 1 to 8: number 1, I, carries -0.1012; number 2, C, carries -0.1263; number 3, O, carries -0.1743; number 4, C, carries -0.2659; number 5, C, carries -0.2385; number 6, N, carries -0.0606; number 7, C, carries -0.2372; number 8, C, carries -0.2230



Entry 2:
Molecular formula: C4H9N2
Method: DFT, ωB97M-V/def2-TZVPD

The geometry in XYZ format:
```
15
Properties=species:S:1:pos:R:3
C -2.569 -0.416 0.019
C -2.000 0.649 -0.447
C 1.127 1.085 0.068
C 0.375 -1.179 0.588
N 0.363 0.190 0.481
N 2.389 0.940 -0.461
H -3.597 -0.774 -0.280
H -1.815 -1.163 0.509
H -1.651 1.542 -0.923
H 0.743 2.062 0.115
H 0.442 -1.519 -0.529
H 1.165 -1.494 1.326
H -0.517 -1.531 1.080
H 2.881 1.591 -0.941
H 2.663 0.018 -0.604
```

The energy relative to the best compared isomer or geometry (same formula, charge and spin) comes out at 537.14 kJ/mol. Its total charge is +1. As for the total energy: -266.89470 a.u.

Atom charges from the Löwdin analysis, given in e for atoms 1 to 8: number 1, C, carries 0.0321; number 2, C, carries 0.2696; number 3, C, carries -0.2253; number 4, C, carries -0.1315; number 5, N, carries -0.0468; number 6, N, carries 0.1874; number 7, H, carries 0.1360; number 8, H, carries 0.0877



Entry 3:
Molecular formula: C18H32Br2O14
Method: DFT, ωB97M-V/def2-TZVPD

The geometry in XYZ format:
```
66
Properties=species:S:1:pos:R:3
Br 1.662 0.417 0.828
C -0.144 0.078 0.116
C -1.101 1.039 0.763
Br -2.935 0.502 0.211
H -0.498 -0.928 0.324
H -0.159 0.171 -0.968
H -1.017 2.091 0.516
H -1.094 0.898 1.841
C 0.290 -1.406 -4.063
C 1.488 -0.954 -3.275
C 2.787 -1.073 -4.107
O 3.633 -0.079 -3.464
C 2.802 0.817 -2.859
O 3.181 1.848 -2.398
O 1.558 0.409 -2.930
H 0.345 -2.372 -4.572
H 0.195 -0.714 -4.909
H -0.647 -1.479 -3.510
H 1.604 -1.572 -2.378
H 2.611 -0.914 -5.174
H 3.375 -1.990 -4.058
C 5.246 1.026 0.444
C 6.310 1.859 -0.286
C 6.280 1.920 -1.836
O 6.215 3.316 -2.088
C 6.339 4.020 -0.942
O 6.410 5.199 -0.896
O 6.362 3.204 0.119
H 5.063 0.206 -0.252
H 4.333 1.542 0.734
H 5.645 0.674 1.396
H 7.275 1.420 -0.007
H 5.543 1.254 -2.276
H 7.227 1.518 -2.210
C -6.047 2.047 2.020
C -5.980 2.114 3.553
C -7.382 2.390 4.161
O -7.569 1.419 5.194
C -6.577 0.536 5.131
O -6.442 -0.376 5.899
O -5.780 0.790 4.084
H -6.646 1.194 1.710
H -5.024 1.986 1.657
H -6.569 2.973 1.770
H -5.234 2.843 3.869
H -8.206 2.356 3.448
H -7.390 3.369 4.649
C 1.153 -3.815 0.847
C 0.665 -4.062 -0.584
C -0.259 -5.284 -0.661
O -1.303 -4.826 -1.537
C -1.253 -3.470 -1.634
O -2.114 -2.817 -2.121
O -0.196 -2.988 -0.973
H 1.776 -2.924 0.897
H 1.701 -4.724 1.092
H 0.268 -3.623 1.452
H 1.488 -4.213 -1.284
H -0.724 -5.552 0.285
H 0.285 -6.088 -1.150
O -4.265 3.596 -1.128
H -5.158 3.408 -1.437
H -4.158 3.052 -0.337
O -0.011 -0.574 4.184
H 0.937 -0.465 4.044
H -0.173 -0.218 5.065
```

The energy relative to the best compared isomer or geometry (same formula, charge and spin) comes out at 106.56 kJ/mol. As for the total energy: -6906.49628 a.u. The SMILES is C[C@H]1COC(=O)O1.C[C@H]1COC(=O)O1.C[C@H]1COC(=O)O1.C[C@H]1COC(=O)O1.BrCCBr.O.O.

Atom charges from the Löwdin analysis, given in e for atoms 1 to 8: number 1, Br, carries 0.7013; number 2, C, carries -0.6738; number 3, C, carries -0.6253; number 4, Br, carries 0.6842; number 5, H, carries 0.0334; number 6, H, carries 0.0523; number 7, H, carries 0.0635; number 8, H, carries 0.0408



Entry 4:
Molecular formula: C9H9N2
Method: DFT, ωB97M-V/def2-TZVPD

The geometry in XYZ format:
```
20
Properties=species:S:1:pos:R:3
C -0.679 1.415 -0.069
C -0.856 -1.010 0.096
C 0.723 1.340 -0.104
C 0.539 -1.141 0.085
C -1.447 0.269 -0.015
C 1.317 0.088 0.009
C 4.587 0.195 0.115
C 3.800 -0.841 0.356
C -2.870 0.341 -0.025
N 3.452 1.036 -0.327
N 2.635 0.058 -0.037
H -1.111 2.346 0.076
H -1.373 -1.860 0.005
H 1.282 2.203 0.081
H 0.976 -2.063 0.181
H 5.655 0.447 -0.014
H 4.007 -1.881 0.429
H -3.506 -0.527 -0.174
H -3.069 0.824 0.903
H -3.377 1.089 -0.766
```

The energy relative to the best compared isomer or geometry (same formula, charge and spin) comes out at 639.70 kJ/mol. Its total charge is +1. As for the total energy: -457.41671 a.u.

Atom charges from the Löwdin analysis, given in e for atoms 1 to 8: number 1, C, carries 0.0289; number 2, C, carries 0.0388; number 3, C, carries 0.0621; number 4, C, carries 0.0964; number 5, C, carries -0.2488; number 6, C, carries -0.1872; number 7, C, carries 0.0088; number 8, C, carries 0.0793



Entry 5:
Molecular formula: C4H10N2O2
Method: DFT, ωB97M-V/def2-TZVPD

The geometry in XYZ format:
```
18
Properties=species:S:1:pos:R:3
C -0.270 1.897 -1.302
C 2.423 -2.026 1.303
C 0.718 2.283 -0.260
C 1.512 -2.160 0.125
N 1.081 -1.110 -0.470
N 1.480 1.399 0.288
O 0.291 -1.175 -1.509
O 2.353 1.651 1.199
H -0.102 2.459 -2.224
H -0.186 0.826 -1.517
H -1.290 2.110 -0.969
H 1.993 -2.511 2.185
H 3.390 -2.500 1.106
H 2.588 -0.974 1.524
H 0.803 3.321 0.050
H -19.386 -0.623 0.693
H 1.248 -3.174 -0.199
H 1.354 0.307 -0.022
```

The energy relative to the best compared isomer or geometry (same formula, charge and spin) comes out at 48.67 kJ/mol. Its total charge is -2. As for the total energy: -418.17498 a.u.

Atom charges from the Löwdin analysis, given in e for atoms 1 to 8: number 1, C, carries -0.1030; number 2, C, carries -0.1233; number 3, C, carries -0.1759; number 4, C, carries -0.2509; number 5, N, carries -0.2347; number 6, N, carries -0.1903; number 7, O, carries -0.2880; number 8, O, carries -0.2219



Entry 6:
Molecular formula: C6H5F3N2
Method: DFT, ωB97M-V/def2-TZVPD

The geometry in XYZ format:
```
16
Properties=species:S:1:pos:R:3
C -0.845 1.551 -0.719
C -2.495 0.568 0.794
C 1.937 -0.084 0.228
C -1.116 0.624 0.374
C 0.882 -0.679 -0.655
C -0.545 -0.805 0.006
N -0.595 2.426 -1.399
N -3.626 0.419 0.884
F 1.242 -1.899 -1.065
F -0.550 -1.506 1.198
F -1.378 -1.498 -0.831
H 2.095 -0.647 1.217
H 1.820 1.046 0.486
H 2.986 -0.389 -0.156
H -0.432 0.916 1.244
H 0.621 -0.042 -1.606
```

The energy relative to the best compared isomer or geometry (same formula, charge and spin) comes out at 144.28 kJ/mol. As for the spin multiplicity: 3. As for the total energy: -640.44141 a.u.

Atom charges from the Löwdin analysis, given in e for atoms 1 to 8: number 1, C, carries -0.1742; number 2, C, carries -0.1768; number 3, C, carries -0.0415; number 4, C, carries -0.2166; number 5, C, carries -0.3622; number 6, C, carries -0.4155; number 7, N, carries 0.2406; number 8, N, carries 0.2009



Number 6 is which compound?
C6H5F3N2